Record 1
Below is CBrCl2NO2 as an isolated structure at a distorted geometry, with properties calculated with ωB97M-V/def2-TZVPD.

Values from the calculation:
- Frontier orbital gap: 0.3868 Eh

The geometry in XYZ format:
```
7
CBrCl2NO2, DFT ωB97M-V/def2-TZVPD
C 0.05 0.68 0.17
N -0.09 -1.14 -0.18
O 0.46 -1.74 0.66
O -0.66 -1.38 -1.20
Cl -0.98 1.52 -1.02
Cl 1.71 1.10 -0.34
Br -0.48 0.96 1.92
```

Record 2
Below is C4H8N4 in the gas phase at a distorted geometry, with properties calculated with ωB97M-V/def2-TZVPD.

Values from the calculation:
- Frontier orbital gap: 0.3466 Eh
- Structure (SMILES): [H]/N=C1\[C@H]2N[C@H]2CN1N

The geometry in XYZ format:
```
16
C4H8N4, DFT ωB97M-V/def2-TZVPD
H -0.83 2.76 -0.06
N -1.29 1.84 0.02
C -0.49 0.88 -0.16
C 0.99 0.89 -0.31
N 1.72 0.30 0.85
C 1.41 -0.53 -0.29
C 0.13 -1.38 -0.14
N -0.91 -0.43 -0.18
N -2.17 -0.75 0.27
H 1.51 1.61 -0.90
H 2.71 0.61 0.78
H 2.25 -0.93 -0.90
H 0.09 -1.93 0.83
H -0.08 -2.23 -0.83
H -2.79 -0.15 -0.26
H -2.25 -0.56 1.29
```

Record 3
Below is C5H5N2 as an isolated structure at a distorted geometry, with properties calculated with ωB97M-V/def2-TZVPD.

Values from the calculation:
- Frontier orbital gap (alpha / beta): 0.3079 / 0.3079 Eh
- Total charge: +1

The geometry in XYZ format:
```
12
C5H5N2, DFT ωB97M-V/def2-TZVPD
C -0.31 -1.32 -1.05
C 1.08 -1.20 -0.47
C -1.17 -0.29 -0.83
C 0.85 0.02 -0.21
C -0.34 0.86 -0.09
N 0.84 1.60 3.33
N 0.78 1.86 2.26
H -0.40 -2.22 -1.78
H 1.81 -1.98 -0.54
H -2.21 -0.34 -1.25
H -0.39 1.93 -0.33
H -0.55 1.09 0.95
```